[1]
Entry from the OMol25 dataset: 2 unconnected molecules or ions with the total composition C10H8FNO at a distorted geometry (ωB97M-V/def2-TZVPD).

**Spin multiplicity**: 1
**Electronic energy**: -615.57553 a.u.
**Kohn-Sham gap (spin up / spin down)**: 0.284 / 0.284 Eh
**HOMO level (spin up / spin down)**: -8.19 / -8.19 eV
**LUMO energy (spin up / spin down)**: -0.477 / -0.477 eV

CARTESIAN COORDINATES (ANGSTROEM)
C  1.697277  1.824261  -0.129686
C  3.038387  1.646742  -0.131860
C  2.873727  -0.780178  0.221243
C  0.859083  0.690305  0.068180
C  3.601695  0.347083  0.050081
C  -0.468722  0.466216  0.164202
C  1.456451  -0.645717  0.238936
C  -2.159159  2.039207  0.139072
C  -0.720216  -0.973941  0.424677
C  -1.709272  -1.661240  -0.514762
N  0.582173  -1.589314  0.417924
O  -3.243432  1.694948  0.416601
F  4.946144  0.279952  0.048012
H  1.260286  2.800644  -0.272450
H  3.723007  2.472512  -0.263866
H  3.330011  -1.747344  0.348746
H  -1.747391  2.997954  -0.153964
H  -1.106930  -1.075019  1.449094
H  -1.737950  -2.721924  -0.280245
H  -1.389961  -1.539737  -1.546945
H  -2.701128  -1.233623  -0.388858

Forces on the atoms, in the same order (eV/Å):
0.542 0.282 -0.051
-0.408 0.692 -0.079
0.918 0.317 -0.099
-0.630 -0.662 0.096
-0.284 -1.150 0.180
-2.469 2.940 -0.050
-0.924 -0.166 0.093
1.495 -3.274 0.367
-0.138 0.168 -0.023
0.169 0.092 0.090
0.762 -0.346 -0.031
0.898 0.472 -0.258
-0.098 0.098 -0.037
0.049 0.138 -0.001
0.000 0.041 -0.027
0.139 -0.089 0.023
0.076 0.392 -0.085
0.005 0.098 0.028
-0.034 -0.055 -0.001
-0.001 -0.004 -0.089
-0.068 0.017 -0.045

[2]
Entry from the OMol25 dataset: 4 unconnected molecules or ions with the total composition C4H15NO4S at a distorted geometry (ωB97M-V/def2-TZVPD).

**Spin multiplicity**: 1
**Electronic energy**: -915.27801 a.u.
**SMILES**: O=CNCCCS.O.O.O
**Kohn-Sham gap**: 0.345 Eh
**HOMO level**: -8.93 eV
**LUMO energy**: 0.457 eV

CARTESIAN COORDINATES (ANGSTROEM)
C  1.581107  0.785993  -0.639011
N  0.335680  1.598253  -0.436828
C  -0.649148  1.340766  -1.315675
O  -1.827069  1.606681  -0.973834
C  1.749187  -0.643355  -0.112657
C  0.899904  -1.699536  -0.758104
S  0.861877  -1.773823  -2.602153
H  1.738881  0.712727  -1.721425
H  2.486049  1.328475  -0.291819
H  0.170704  1.793378  0.561198
H  -0.492330  1.147956  -2.366920
H  2.779399  -1.010090  0.080133
H  1.418651  -0.541041  0.937541
H  0.999648  -2.705690  -0.312128
H  -0.161727  -1.487431  -0.602874
H  2.116164  -1.320154  -2.615490
H  -2.450791  0.169506  0.643293
H  -3.399695  -0.926583  0.131628
O  -2.579110  -0.816218  0.738155
H  -0.938892  2.413869  2.644810
H  -1.578780  2.273840  1.256100
O  -0.833895  2.655424  1.724866
H  -1.485450  -1.363719  1.850901
H  -0.258549  -2.169212  2.328156
O  -0.481817  -1.370020  1.852147

Forces on the atoms, in the same order (eV/Å):
1.915 0.730 -1.433
2.980 -2.967 -0.467
-3.092 2.421 2.164
0.780 -0.801 -0.382
-0.705 0.257 2.063
-2.019 -0.702 -0.263
0.882 0.075 0.640
-0.171 0.366 0.011
-0.811 0.134 0.030
-0.689 0.105 -0.793
0.913 -0.614 -0.159
-0.160 0.718 -0.997
-0.238 -0.510 -0.264
0.464 0.492 -0.345
0.130 0.187 0.539
0.262 -0.110 -0.712
0.168 -1.279 -0.079
2.027 -0.005 1.594
-3.038 1.617 -2.185
-0.073 -0.073 0.291
-0.404 0.038 -0.354
0.172 0.254 0.390
1.626 -0.024 -0.266
0.250 -0.191 0.231
-1.169 -0.118 0.748

[3]
Entry from the OMol25 dataset: 2 unconnected molecules or ions with the total composition C14H16O at a distorted geometry (ωB97M-V/def2-TZVPD).

**Spin multiplicity**: 1
**Electronic energy**: -618.28529 a.u.
**SMILES**: Cc1ccc(O)cc1.Cc1ccccc1
**Kohn-Sham gap**: 0.339 Eh
**HOMO level**: -8.39 eV
**LUMO energy**: 0.835 eV

CARTESIAN COORDINATES (ANGSTROEM)
C  0.606773  -1.731611  2.396346
C  0.926297  0.585432  1.440084
C  0.372474  -0.251228  2.399388
C  0.829144  1.956425  1.620878
C  0.014777  2.505038  2.599803
C  -0.339291  0.302189  3.471385
C  -0.619103  1.655365  3.510003
O  -0.384971  3.811805  2.615097
H  1.369090  0.128752  0.564054
H  1.384797  2.673639  1.028853
H  0.107368  -2.391891  1.690859
H  0.425739  -2.210341  3.369185
H  -0.624634  -0.372177  4.268504
H  -0.220291  4.237788  1.768486
H  -1.264087  2.036956  4.289383
H  1.684009  -1.946917  2.348556
C  1.710094  -1.696463  -4.280128
C  -0.527535  -1.426888  -1.230251
C  0.608539  -1.543601  -1.999963
C  -1.760439  -1.112566  -1.801011
C  0.534072  -1.322916  -3.390128
C  -1.823879  -0.821168  -3.155726
C  -0.653912  -0.829186  -3.907971
H  -0.473327  -1.338401  -0.154343
H  1.599744  -1.780780  -1.631259
H  -2.655428  -1.115034  -1.199457
H  -2.794899  -0.622090  -3.592485
H  1.491545  -2.502436  -4.968850
H  2.501224  -2.005088  -3.597472
H  -0.646999  -0.454371  -4.928164
H  2.005398  -0.793477  -4.813695

Forces on the atoms, in the same order (eV/Å):
1.221 -1.114 0.955
-0.315 -0.148 0.469
-0.387 -0.368 0.465
0.152 0.773 -0.292
-1.300 -0.835 -0.050
0.448 -0.072 -0.558
0.506 -0.040 0.384
0.385 0.305 0.246
0.442 0.294 0.066
-0.094 -0.184 -0.517
-0.164 0.436 -0.411
-0.563 0.502 0.009
-0.411 0.136 -0.022
0.175 -0.122 -0.006
0.027 0.253 -0.062
-0.082 0.163 -0.633
-0.313 1.045 1.059
-0.282 1.052 0.622
0.086 -0.019 -1.290
0.357 -0.370 -0.438
-0.064 -0.527 0.430
0.019 -0.036 0.363
-0.103 -0.103 -0.497
0.125 -0.667 0.128
-0.196 -0.133 0.479
-0.059 0.141 0.125
0.163 0.298 -0.167
-0.160 -0.064 -0.120
0.301 -0.033 -0.360
-0.224 -0.361 -0.082
0.310 -0.200 -0.295

[4]
Entry from the OMol25 dataset: 2 unconnected molecules or ions with the total composition C4H9N at a distorted geometry (ωB97M-V/def2-TZVPD).

**Spin multiplicity**: 2
**Electronic energy**: -212.36398 a.u.
**Kohn-Sham gap (spin up / spin down)**: 0.032 / 0.158 Eh
**Total charge**: -1
**HOMO level (spin up / spin down)**: 1.47 / -1.96 eV
**LUMO energy (spin up / spin down)**: 2.353 / 2.353 eV

CARTESIAN COORDINATES (ANGSTROEM)
C  -5.421818  -4.135538  0.911405
C  -5.998357  -2.870668  0.952412
H  -5.196335  -4.814740  1.809400
H  -5.187355  -4.596861  -0.018310
H  -6.713068  -2.668162  1.857742
H  -5.675672  -2.159398  0.269460
C  4.227823  1.430807  -0.985844
C  3.895977  2.730731  -0.978849
N  4.460206  3.733310  -0.122169
H  4.965225  1.331096  -0.098753
H  4.073897  0.893903  -1.954498
H  3.334255  3.030092  -1.921152
H  3.704987  4.273565  0.314121
H  5.530230  3.821859  -0.034970

Forces on the atoms, in the same order (eV/Å):
0.673 -1.656 1.394
-1.890 -0.964 3.038
-0.633 0.948 -1.014
0.499 -0.385 -0.751
1.394 0.379 -1.657
-0.046 1.677 -1.009
1.684 1.826 1.114
0.503 0.062 -2.036
-0.028 -0.988 -0.659
-1.071 -1.340 -1.732
0.141 -0.177 1.596
0.223 0.388 1.510
1.657 0.256 0.023
-3.106 -0.027 0.184

[5]
Entry from the OMol25 dataset: a molecular structure, C30H32Br2N10O3PPt at a distorted geometry (ωB97M-V/def2-TZVPD).

**Spin multiplicity**: 1
**Electronic energy**: -7543.41026 a.u.
**Kohn-Sham gap (spin up / spin down)**: 0.162 / 0.161 Eh
**Total charge**: +3
**HOMO level (spin up / spin down)**: -16.22 / -16.22 eV
**LUMO energy (spin up / spin down)**: -11.823 / -11.846 eV

CARTESIAN COORDINATES (ANGSTROEM)
Pt  -0.354495  -0.376577  1.057076
C  5.294321  -1.070790  1.611110
N  3.877939  -1.317162  1.673459
C  3.315018  -2.477751  2.083884
C  1.955771  -2.317212  2.002126
N  1.701384  -1.068980  1.545033
C  2.878310  -0.473031  1.344223
P  3.172513  1.201283  0.679534
C  1.758226  2.076977  1.455810
N  0.481258  1.685765  1.462038
C  -0.225149  2.659854  2.085849
C  0.634079  3.659487  2.452804
N  1.873190  3.285548  2.049120
C  3.079438  4.062289  2.173231
C  2.299916  0.877998  -0.905435
N  2.100866  -0.348697  -1.298180
C  1.505400  -0.324185  -2.562455
C  1.266211  1.160337  -2.876583
N  1.943477  1.825007  -1.795060
C  2.139464  3.239828  -1.709923
H  5.814588  -1.937804  2.014021
H  5.565266  -0.195725  2.203219
H  5.621292  -0.919764  0.581747
H  3.899744  -3.319861  2.393052
H  1.169406  -3.012079  2.230971
H  -1.290056  2.616149  2.206101
H  0.436274  4.586898  2.947603
H  3.091883  4.595086  3.121745
H  3.131142  4.807252  1.376110
H  3.951612  3.409595  2.127730
H  1.961186  -1.011508  -3.264395
H  1.461993  1.613547  -3.848210
H  2.514600  3.611630  -2.666876
H  2.876335  3.455158  -0.932942
H  1.195935  3.751121  -1.494941
Br  -7.239764  -0.675408  1.428637
C  -5.359067  -0.421805  1.326509
C  -4.736462  -0.209742  0.098504
C  -3.370234  0.006089  0.092485
N  -2.620409  -0.020659  1.186198
C  -3.207137  -0.247800  2.372302
C  -4.582871  -0.429279  2.480730
C  -2.320476  -0.290882  3.547365
C  -2.778850  -0.036442  4.839367
C  -1.884371  -0.124349  5.903882
Br  -2.452868  0.210398  7.692796
C  -0.559489  -0.460443  5.640491
C  -0.190026  -0.679569  4.324366
N  -1.035131  -0.586675  3.306782
H  -5.309001  -0.203812  -0.815007
H  -2.860162  0.228925  -0.832872
H  -5.049608  -0.610403  3.434063
H  -3.804393  0.240288  5.023976
H  0.156063  -0.556001  6.442702
H  0.827681  -0.950904  4.085883
C  0.826392  -3.036267  -4.415749
C  0.169290  -1.708465  -4.780969
C  -0.797711  -1.115265  -3.716629
C  -1.718328  -0.093262  -4.437957
C  -2.720521  0.610943  -3.539196
C  -1.670990  -2.316050  -3.313542
O  -2.410541  -2.849617  -4.083610
N  -1.522368  -2.781622  -2.020348
C  -1.062786  -2.023965  -0.981011
O  -1.166663  -2.402243  0.194339
N  -0.562529  -0.810320  -1.230429
C  -0.122440  -0.417804  -2.486985
O  -0.123512  1.009970  -2.607700
H  1.540630  -3.301304  -5.191555
H  0.090727  -3.834615  -4.385406
H  1.347619  -3.010293  -3.460834
H  -0.416580  -1.882050  -5.685744
H  0.920198  -0.957691  -5.037902
H  -2.274344  -0.669044  -5.183815
H  -1.105432  0.642333  -4.961212
H  -3.357868  -0.114950  -3.035824
H  -3.347386  1.262925  -4.144290
H  -2.216632  1.245902  -2.808710
H  -2.019985  -3.638453  -1.786677

Forces on the atoms, in the same order (eV/Å):
-0.274 -1.115 0.469
1.078 0.296 -0.104
-1.283 0.271 -0.023
-0.713 -0.310 0.083
0.070 -0.795 0.169
-1.556 0.816 -0.823
0.177 0.869 -0.265
-0.321 -0.097 -0.156
0.955 -0.585 -0.272
-0.800 -1.898 -0.104
-0.524 0.553 0.345
-0.662 -0.183 -0.102
-0.691 -1.140 -0.310
0.830 0.667 -0.004
0.056 -1.390 -0.817
1.029 0.257 1.957
-0.796 -0.105 -1.105
-0.018 -0.329 0.076
0.022 -0.025 -0.198
-0.164 0.531 -0.129
-0.057 0.068 -0.018
-0.069 -0.090 -0.015
-0.094 -0.045 0.041
0.095 -0.185 0.089
-0.031 -0.161 0.014
-0.143 -0.020 0.089
-0.016 0.262 0.113
-0.111 -0.122 0.048
0.020 -0.122 0.017
-0.125 0.120 -0.010
0.145 0.092 0.010
-0.018 0.020 0.059
0.082 0.060 0.174
-0.017 0.133 -0.112
0.141 0.089 0.087
1.006 0.097 -0.040
-0.756 -0.044 -0.141
0.056 0.071 0.458
-0.347 0.134 -0.915
1.885 -0.280 -0.421
-0.364 0.037 0.548
0.418 0.055 -0.272
-0.447 0.184 0.366
0.296 -0.181 -0.239
-0.126 0.146 0.698
0.279 -0.173 -1.057
-0.290 -0.104 -0.143
0.638 -0.023 0.507
0.599 0.512 -1.604
0.055 0.084 -0.140
0.058 -0.081 -0.095
0.041 -0.025 0.148
-0.098 -0.020 -0.056
0.098 -0.026 -0.032
0.096 0.064 -0.019
0.017 0.172 -0.128
0.243 0.007 0.220
-0.899 -0.467 -0.317
-0.141 -0.145 0.165
0.106 0.201 -0.018
0.164 1.079 -1.027
-0.048 -0.254 0.197
0.003 -0.603 1.822
0.131 0.794 -3.234
0.735 1.196 3.261
-1.759 -0.170 2.394
3.181 0.973 -0.466
-0.711 0.578 0.015
0.102 -0.052 0.036
-0.071 -0.124 0.050
0.109 -0.049 0.127
-0.090 0.204 0.111
-0.082 0.033 -0.055
0.221 0.072 0.000
0.040 -0.119 0.004
-0.225 -0.074 0.034
-0.164 -0.070 0.031
-0.210 -0.078 -0.023
0.032 0.082 -0.028

[6]
Entry from the OMol25 dataset: 2 unconnected molecules or ions with the total composition C9H4Cl4NO4 at a distorted geometry (ωB97M-V/def2-TZVPD).

**Spin multiplicity**: 1
**Electronic energy**: -2541.86466 a.u.
**Kohn-Sham gap**: 0.143 Eh
**Total charge**: -1
**HOMO level**: -3.28 eV
**LUMO energy**: 0.616 eV

CARTESIAN COORDINATES (ANGSTROEM)
Cl  3.970866  -2.266477  -0.809786
C  2.545098  -1.459792  -1.336205
C  2.580644  -0.133361  -1.618562
Cl  4.047727  0.744729  -1.435725
C  1.394152  0.577479  -2.038907
O  1.434943  1.760717  -2.337847
C  0.155247  -0.167289  -2.080255
Cl  -1.296056  0.663782  -2.483162
C  0.117702  -1.490653  -1.787471
Cl  -1.386691  -2.323115  -1.772197
C  1.316901  -2.217045  -1.433095
O  1.294407  -3.419936  -1.228427
C  -2.142459  1.351725  1.303007
C  -2.210445  1.130737  2.810853
O  -0.953102  0.602291  3.160986
C  -0.288700  0.333976  1.985918
O  0.809061  -0.195967  1.915832
N  -0.985841  0.716378  0.887233
H  -3.011086  0.946857  0.767839
H  -2.053029  2.415675  1.050293
H  -2.379064  2.052168  3.387935
H  -2.960282  0.377116  3.091752

Forces on the atoms, in the same order (eV/Å):
-0.484 -0.159 -0.128
1.595 1.861 0.058
1.492 -1.768 0.864
-0.455 0.128 -0.209
-0.153 2.603 -0.460
0.068 -0.929 0.134
-1.861 -1.574 0.222
0.688 0.048 -0.010
-1.435 1.710 -0.428
0.541 -0.144 0.035
-0.314 -2.352 0.456
0.099 0.737 -0.152
-1.068 0.872 -0.232
-0.639 0.001 0.605
0.559 -0.015 0.862
-0.658 0.379 -3.854
0.953 -0.541 1.367
2.158 -1.479 0.696
-0.371 0.208 0.179
-0.528 0.416 0.115
-0.073 -0.226 -0.087
-0.113 0.224 -0.032